[1]
{"formula": "C20H36NO13PS", "method": "ωB97M-V/def2-TZVPD", "lumo_energy_ev": 0.42, "gap_ev": 9.224, "smiles": "C[C@@H](O)CNCCO[C@@H]1OS(=O)(=O)O[C@@]1(C)[PH2]=O.O=C1CCCO1.O=C1CCCO1.O=C1CCCO1", "symbols": ["C", "C", "O", "C", "N", "C", "C", "O", "C", "O", "S", "O", "O", "O", "C", "C", "P", "O", "H", "H", "H", "H", "H", "H", "H", "H", "H", "H", "H", "H", "H", "H", "H", "H", "H", "H", "O", "C", "C", "C", "C", "O", "H", "H", "H", "H", "H", "H", "O", "C", "C", "C", "C", "O", "H", "H", "H", "H", "H", "H", "O", "C", "C", "C", "C", "O", "H", "H", "H", "H", "H", "H"], "coordinates": [[2.261, 3.641, 0.633], [0.830, 3.161, 0.859], [0.335, 2.459, -0.273], [0.600, 2.387, 2.189], [0.470, 0.934, 2.128], [1.702, 0.181, 2.321], [2.553, 0.119, 1.061], [3.161, -1.183, 1.009], [3.898, -1.440, -0.100], [3.190, -2.399, -0.918], [3.807, -3.854, -0.880], [4.420, -4.103, -2.146], [2.870, -4.779, -0.351], [4.906, -3.554, 0.217], [5.245, -2.139, 0.226], [5.773, -1.772, 1.597], [6.599, -1.799, -1.033], [7.922, -1.519, -0.430], [2.723, 3.968, 1.565], [2.885, 2.851, 0.207], [2.280, 4.480, -0.063], [0.206, 4.057, 0.931], [1.071, 2.220, -0.840], [1.380, 2.687, 2.908], [-0.348, 2.748, 2.596], [-0.133, 0.695, 2.904], [2.298, 0.547, 3.171], [1.425, -0.851, 2.542], [1.899, 0.244, 0.195], [3.349, 0.868, 1.058], [4.039, -0.550, -0.718], [6.822, -2.036, 1.701], [5.165, -2.263, 2.353], [5.674, -0.693, 1.732], [6.049, -0.730, -1.768], [6.530, -2.904, -1.884], [-1.516, 0.794, 4.554], [-2.539, 1.090, 3.997], [-3.965, 0.924, 4.486], [-4.777, 1.056, 3.197], [-3.885, 1.963, 2.355], [-2.540, 1.647, 2.778], [-4.172, 1.727, 5.197], [-4.077, -0.029, 4.995], [-5.775, 1.464, 3.331], [-4.867, 0.079, 2.722], [-4.068, 3.020, 2.546], [-3.944, 1.792, 1.286], [-5.745, 3.855, 0.579], [-5.452, 3.571, -0.546], [-6.310, 3.617, -1.795], [-5.521, 2.760, -2.784], [-4.091, 2.950, -2.290], [-4.211, 3.141, -0.867], [-6.381, 4.659, -2.112], [-7.309, 3.251, -1.577], [-5.648, 3.045, -3.826], [-5.811, 1.713, -2.681], [-3.621, 3.840, -2.712], [-3.443, 2.094, -2.459], [-1.995, -2.782, -4.733], [-1.175, -3.486, -4.222], [-1.203, -4.994, -4.047], [-0.130, -5.238, -2.988], [0.813, -4.065, -3.230], [-0.027, -2.995, -3.699], [-0.949, -5.446, -5.008], [-2.200, -5.317, -3.763], [0.370, -6.200, -3.062], [-0.567, -5.158, -1.992], [1.556, -4.284, -3.999], [1.319, -3.735, -2.330]], "forces_ev_per_a": [[-0.0221, -0.0182, -0.0611], [0.0246, 0.0443, 0.0211], [-0.0585, 0.0286, -0.0361], [-0.1602, -0.0012, 0.0588], [0.4627, 0.1843, 0.1082], [-0.1123, -0.0180, -0.0675], [-0.2144, -0.0916, -0.0120], [0.2130, 0.0487, 0.3412], [0.0925, -0.2004, -0.0459], [-0.0498, 0.1951, -0.2505], [-0.0738, -0.2757, -0.2012], [-0.1323, 0.0200, 0.2495], [0.1404, 0.1111, -0.0927], [0.1989, 0.0601, 0.0773], [-0.0032, 0.0052, 0.0555], [-0.1710, 0.0287, 0.0075], [0.2926, 0.1099, 0.3005], [-0.2051, -0.0249, -0.0790], [-0.0248, 0.0073, 0.0042], [0.0267, -0.0676, 0.0686], [-0.0113, -0.0368, -0.0296], [0.0316, 0.0230, 0.0990], [0.0209, -0.0396, -0.0003], [0.0185, 0.0520, -0.0605], [0.1163, -0.0620, -0.0517], [-0.2292, -0.1218, -0.0679], [0.0461, 0.0303, -0.0509], [-0.0244, 0.0194, 0.0247], [0.0005, 0.0497, -0.0194], [-0.0236, 0.0621, -0.0549], [-0.0358, 0.0064, -0.0322], [0.0020, -0.0551, 0.0021], [-0.0048, 0.0246, -0.0082], [0.0922, -0.0210, 0.0100], [-0.0466, -0.0581, -0.1261], [-0.0814, -0.0222, -0.1199], [0.0394, -0.0633, 0.0707], [-0.0715, -0.0013, 0.0551], [-0.0256, -0.0616, -0.1850], [0.0593, -0.0307, 0.0382], [-0.0729, 0.0103, 0.0192], [-0.0443, 0.0614, -0.0644], [-0.0066, 0.0038, 0.0122], [0.0202, 0.0323, 0.0742], [0.0181, 0.0407, 0.0241], [-0.0206, 0.0095, -0.0154], [0.0000, 0.0096, -0.0016], [0.0447, -0.0164, -0.0023], [-0.1238, -0.0117, 0.0215], [0.0685, 0.0289, -0.0195], [0.0826, -0.1415, -0.0457], [-0.0376, 0.0082, 0.0777], [-0.0098, -0.0038, -0.0527], [0.0402, -0.0122, -0.0045], [-0.0228, 0.0123, -0.0012], [-0.0275, 0.0703, 0.0196], [0.0129, 0.0388, 0.0047], [0.0072, -0.0046, -0.0218], [-0.0088, 0.0054, -0.0092], [0.0036, -0.0061, 0.0393], [-0.0498, 0.0167, -0.0057], [0.0099, -0.0493, -0.0175], [0.0686, 0.0320, 0.1559], [-0.0843, 0.0300, -0.0387], [0.0177, -0.1254, 0.0178], [0.0560, 0.0345, 0.0121], [-0.0160, -0.0121, -0.0120], [-0.0244, -0.0077, -0.0753], [0.0154, 0.0078, -0.0399], [0.0219, -0.0099, 0.0118], [0.0043, 0.0035, -0.0004], [-0.0393, 0.1049, -0.0020]]}

[2]
{"formula": "C20H36NOP2W", "method": "ωB97M-V/def2-TZVPD", "lumo_energy_ev": [-6.73, -7.83], "gap_ev": [6.721, 5.622], "total_charge": 2, "spin_multiplicity": 4, "relative_energy_ev": 2.686, "symbols": ["P", "P", "C", "C", "H", "H", "H", "H", "C", "H", "H", "H", "C", "H", "H", "H", "C", "H", "H", "H", "C", "H", "H", "H", "W", "C", "C", "C", "C", "C", "C", "C", "C", "C", "H", "H", "H", "H", "H", "H", "H", "H", "H", "H", "H", "H", "H", "H", "H", "O", "N", "C", "C", "C", "C", "C", "H", "H", "H", "H", "H"], "coordinates": [[-0.169, -1.623, -3.932], [1.803, 0.050, -3.837], [0.532, -1.417, -5.648], [1.857, -0.652, -5.606], [-0.231, -0.815, -6.172], [0.524, -2.401, -6.146], [2.757, -1.280, -5.720], [1.930, 0.229, -6.282], [0.671, 1.510, -4.157], [0.616, 2.097, -3.245], [-0.382, 1.356, -4.407], [1.093, 2.154, -4.947], [3.111, 1.024, -2.964], [3.404, 1.678, -3.804], [3.936, 0.360, -2.656], [2.616, 1.686, -2.214], [-1.871, -2.315, -4.512], [-2.197, -3.135, -3.860], [-1.751, -2.708, -5.530], [-2.679, -1.564, -4.553], [0.419, -3.233, -3.221], [1.586, -3.363, -3.250], [-0.152, -3.922, -3.849], [-0.034, -3.323, -2.199], [1.907, -1.751, -2.585], [-2.766, 3.697, -3.453], [-2.822, 3.022, -4.628], [-3.459, 1.707, -4.997], [-3.969, 0.901, -3.787], [-2.951, 0.442, -2.798], [-1.935, 1.099, -2.175], [-1.563, 2.409, -1.556], [-2.718, 3.328, -1.972], [3.882, -2.592, -2.224], [-2.808, 4.805, -3.597], [-2.545, 3.530, -5.566], [-2.803, 1.106, -5.651], [-4.376, 1.847, -5.562], [-4.749, 1.442, -3.239], [-4.423, -0.045, -4.115], [-2.825, -0.668, -2.811], [-1.017, 0.500, -2.240], [-0.601, 2.795, -1.980], [-1.389, 2.423, -0.450], [-3.686, 2.893, -1.671], [-2.574, 4.274, -1.443], [4.723, -2.107, -1.760], [4.234, -3.237, -3.048], [3.360, -3.259, -1.481], [2.596, -0.004, -1.081], [1.992, -0.230, 0.065], [0.710, -0.684, -0.001], [-0.080, -0.466, 1.114], [0.457, 0.173, 2.238], [1.811, 0.531, 2.264], [2.616, 0.273, 1.166], [0.377, -1.234, -0.932], [-1.085, -0.868, 1.119], [-0.207, 0.405, 3.078], [2.246, 1.015, 3.128], [3.653, 0.587, 1.121]], "forces_ev_per_a": [[-3.1953, -0.6029, -1.5975], [0.4269, 5.1085, -2.9210], [-0.4659, -0.0006, -0.0666], [1.1624, 0.7875, 0.7333], [0.2018, -0.1917, 0.2237], [0.3942, 0.3986, 0.0704], [-0.4413, 0.1843, -0.0978], [-0.1437, -0.8161, 0.2171], [-0.3142, -0.1933, 0.3203], [0.2530, 0.0394, 0.0459], [0.1321, -0.5485, -0.1310], [0.2214, -0.4841, 0.2973], [0.4512, 1.1081, -2.9840], [0.6209, 0.0373, 0.3456], [-0.3088, 0.8774, -0.0123], [0.6658, -0.8468, -0.7458], [-0.0905, 0.2821, 0.3114], [0.0553, 0.2736, -0.0412], [0.2666, 0.0039, 0.2681], [0.6634, -0.2005, 0.1068], [-0.9952, -0.7496, -0.0418], [-1.1847, -2.2421, -1.0123], [1.2947, -0.6720, -0.0100], [0.4429, -0.2684, -0.5668], [2.9445, 1.0360, 5.0801], [0.1466, 0.8499, -0.9532], [-0.5524, 0.1502, -0.1182], [0.4885, -0.9436, 1.4540], [-0.9682, -0.5243, 1.0099], [1.9097, 0.2175, -0.1284], [1.6452, -1.8096, 0.1326], [-1.1066, 0.8898, -1.5015], [-0.4859, 1.0374, 0.1137], [-1.7910, -0.6688, -0.8406], [0.9487, -0.9154, 0.0783], [-0.4616, 0.5023, 0.6606], [-0.0766, 0.0070, 0.2446], [0.0976, 0.6043, -0.4030], [-0.1488, 0.2277, -0.4984], [-0.3057, 0.4865, -0.2641], [0.3054, 1.0654, -0.0844], [-0.2305, -0.8751, 1.1550], [-0.7722, -0.2747, 0.2231], [-0.5184, -0.5212, -0.8082], [0.3916, 0.0938, 0.2461], [-0.4703, -0.0410, -0.0052], [0.0235, 0.4253, 0.2460], [-0.0761, 0.1409, 0.3882], [0.6710, -0.1118, 0.0442], [-0.0841, -3.1159, -0.6575], [-0.2297, 0.5672, 0.4529], [0.1531, 0.0776, 1.3984], [0.2042, -0.6167, 0.0231], [-0.0401, 0.2328, -0.0683], [-0.4183, -0.4482, 0.0665], [-1.7162, 0.0366, 0.1663], [0.2528, 1.1141, 1.1774], [-0.0699, 0.2597, 0.0256], [0.4244, -0.1622, -0.2856], [-0.0315, -0.0705, 0.0236], [-0.1658, -0.2071, -0.5051]]}

Number 1: F_max 0.5 eV/A, calculated total energy -2556.0967 a.u.. Number 2: F_max 6.0 eV/A, calculated total energy -1662.4819 a.u..